Record 1
C36H35Cl3MoN4O3S2SbSe5 | ωB97M-V with the def2-TZVPD basis set

Geometry as XYZ:
```
90
C36H35Cl3MoN4O3S2SbSe5 (ωB97M-V with the def2-TZVPD basis set)
Mo 0.9327 -0.3255 -1.5949
Se 0.7860 -0.2800 3.4078
Sb 1.0254 -1.9273 1.6451
Se 2.7283 -1.1704 -0.0464
Se -0.7245 -1.5033 -0.2038
Se 1.0525 -4.2188 2.2904
C 5.7777 -6.3281 -1.6913
C 4.8008 -5.2437 -2.0520
C 3.4517 -5.3706 -1.7684
C 2.5332 -4.3770 -2.0953
C 1.0916 -4.5822 -1.7288
C 2.9932 -3.2216 -2.7294
Se 1.7477 -1.8891 -3.3542
C 4.3554 -3.0545 -3.0095
C 4.9129 -1.8066 -3.6411
C 5.2332 -4.0766 -2.6727
H 5.2780 -7.1548 -1.1866
H 6.5563 -5.9497 -1.0257
H 6.2724 -6.7244 -2.5813
H 3.0918 -6.2622 -1.2648
H 0.8479 -5.6453 -1.7014
H 0.4152 -4.0719 -2.4141
H 0.8870 -4.1836 -0.7310
H 4.3232 -0.9229 -3.4038
H 4.9377 -1.8950 -4.7307
H 5.9340 -1.6419 -3.2963
H 6.2908 -3.9443 -2.8821
Cl -7.3850 2.5807 0.0541
C -5.8504 2.5766 0.8672
C -5.0553 1.4442 0.8194
C -3.8401 1.4528 1.4803
C -3.3998 2.5640 2.1948
C -2.0732 2.4833 2.9227
C -0.9775 3.3433 2.2925
N -0.7130 2.8954 0.9409
C -0.7763 3.6068 -0.2354
C -0.4170 2.7395 -1.2228
N -0.1664 1.5105 -0.6682
C -0.3411 1.6455 0.6304
O -2.2139 2.8204 4.2898
C -2.0740 1.6901 5.1468
C -3.1069 0.6324 4.8766
C -4.4553 0.8292 4.8583
Cl -5.2930 2.2814 5.2261
S -5.3317 -0.5818 4.4225
C -3.8738 -1.4751 4.2631
C -2.7825 -0.7130 4.5312
C -4.2274 3.6858 2.2076
Cl -3.7692 5.1311 3.0542
C -5.4505 3.7067 1.5538
H -5.3974 0.5678 0.2856
H -3.2168 0.5637 1.4652
H -1.7414 1.4424 2.8388
H -0.0746 3.2474 2.8969
H -1.2648 4.3902 2.2525
H -1.0635 4.6447 -0.2550
H -0.3255 2.9134 -2.2808
H -0.1866 0.8801 1.3793
H -2.1459 2.0773 6.1627
H -1.0853 1.2419 5.0119
H -3.8957 -2.5109 3.9632
H -1.7615 -1.0679 4.4523
H -6.0751 4.5872 1.5891
C -3.6091 -0.0858 -1.9222
N -2.9991 -1.2112 -2.6014
C -3.4577 -2.5131 -2.5750
C -2.5466 -3.2726 -3.2176
N -1.5592 -2.4209 -3.6506
C -1.8232 -1.1620 -3.2563
S -0.8507 0.2148 -3.5122
H -4.1801 -0.4718 -1.0810
H -4.2611 0.4706 -2.5955
H -2.8200 0.5683 -1.5568
H -4.3697 -2.7816 -2.0727
H -2.5069 -4.3336 -3.3862
H -0.6356 -2.6570 -4.0037
O 3.6070 2.3051 -3.2735
C 3.0100 2.1162 -2.2314
O 2.0292 1.2690 -2.1177
C 3.3508 2.9179 -0.9939
C 2.8965 2.5671 0.2734
C 3.2325 3.3358 1.3778
C 4.0178 4.4683 1.2202
C 4.4806 4.8204 -0.0411
C 4.1565 4.0431 -1.1410
H 2.3195 1.6684 0.4055
H 2.8944 3.0275 2.3605
H 4.2824 5.0699 2.0821
H 5.1020 5.6998 -0.1630
H 4.5149 4.2915 -2.1317
```

The charge is -1. The lowest unoccupied orbital energy (spin up / spin down) comes out at 1.4 / 1.5 eV. The value obtained for the orbital gap (spin up / spin down) is 6.3 / 6.5 eV. As for the spin multiplicity: 3.



Record 2
C36H35Cl6EuN6O5S3 | ωB97M-V with the def2-TZVPD basis set

Geometry as XYZ:
```
92
C36H35Cl6EuN6O5S3 (ωB97M-V with the def2-TZVPD basis set)
Eu 0.7537 0.0957 0.2262
Cl 4.3495 -2.6322 7.0677
C 3.4555 -2.0466 5.7051
C 4.0145 -1.1315 4.7703
Cl 5.5353 -0.3810 4.9580
C 3.1845 -0.7328 3.7298
Cl 3.7666 0.4967 2.6322
C 1.8192 -1.1268 3.5130
O 1.1942 -0.6467 2.4741
C 1.3627 -2.0546 4.5129
Cl -0.1657 -2.7583 4.2668
C 2.1625 -2.5239 5.5629
Cl 1.5958 -3.7826 6.5894
C 5.3939 1.9892 -1.5382
O 5.2872 0.7272 -0.8408
C 4.0396 0.3400 -0.6127
O 3.1000 1.1454 -0.4717
N 3.9500 -0.9798 -0.5074
N 2.7694 -1.5391 -0.0416
H 6.4340 2.0944 -1.9071
H 5.1263 2.7815 -0.8104
H 4.7589 2.1170 -2.3882
H 4.8762 -1.4468 -0.4170
H 2.8533 -1.7906 0.9111
H 2.5398 -2.2955 -0.6125
Cl 3.1377 1.4293 -4.9115
C 1.6451 1.6394 -4.0490
C 0.7386 2.6258 -4.4312
C -0.3813 2.8276 -3.5927
C -0.4966 2.0852 -2.4465
N 0.3172 1.0500 -2.1586
C 1.3647 0.8644 -2.9456
H 0.8055 3.1143 -5.3631
H -1.0992 3.6350 -3.7136
H -1.2279 2.2610 -1.6658
H 2.0395 0.0403 -2.6400
S -2.4092 0.0393 0.1523
C -3.2852 -0.0013 1.5797
N -4.5282 -0.4746 1.6718
C -5.1646 -0.5740 2.9460
C -4.2566 0.2624 4.0072
S -2.7175 0.5974 3.1060
H -4.8614 -0.9715 0.8727
H -5.3068 -1.6227 3.2289
H -6.1724 -0.1587 2.8930
H -3.9874 -0.3049 4.8649
H -4.7031 1.2120 4.2852
N 1.0173 6.7650 4.1314
C 0.8032 6.6915 2.8098
O 0.7352 7.6545 2.1023
C 0.8509 5.2621 2.2646
C 0.9675 5.2308 0.8739
C 0.9601 3.9500 0.2662
N 0.7760 2.8019 0.9245
C 0.6225 2.8640 2.2454
C 0.5724 4.1140 2.9428
H 1.1838 7.7166 4.4691
H 1.6556 6.0369 4.4219
H 1.1025 6.1164 0.2853
H 1.0243 3.9095 -0.8074
H 0.5339 1.9502 2.8223
H 0.3762 4.0972 4.0088
O 0.2015 -1.8639 -1.3962
S -0.1916 -3.0226 -2.3091
C -0.8398 -4.4930 -1.3396
C -1.9786 -4.1819 -0.4082
C -3.2821 -4.4876 -0.7115
C -4.2793 -4.2506 0.2298
C -3.9579 -3.5876 1.4333
C -2.6768 -3.2811 1.7141
C -1.6785 -3.5996 0.8329
C -1.7245 -2.5661 -3.1224
C -1.4668 -1.7194 -4.3183
C -0.7014 -2.1572 -5.3890
C -0.5504 -1.4237 -6.5273
C -1.2892 -0.2497 -6.6912
C -1.9941 0.2936 -5.6104
C -2.0804 -0.4617 -4.4035
H 0.0255 -4.8148 -0.8292
H -1.1440 -5.2427 -2.1226
H -3.5204 -4.9516 -1.6796
H -5.2819 -4.3849 -0.0791
H -4.7171 -3.2401 2.0528
H -2.4168 -2.7012 2.5609
H -0.5823 -3.3354 1.0994
H -2.2595 -1.9865 -2.3202
H -2.1668 -3.5162 -3.4046
H -0.0642 -3.0594 -5.2672
H 0.0859 -1.8947 -7.3340
H -1.1438 0.3196 -7.6140
H -2.5351 1.2081 -5.6747
H -2.5786 -0.0031 -3.5943
```

The charge is +1. The lowest unoccupied orbital energy (spin up / spin down) comes out at -2.1 / -2.1 eV. The value obtained for the orbital gap (spin up / spin down) is 7.1 / 7.5 eV. As for the spin multiplicity: 8.